[1]
Computed, not measured: C28H57BNO12PtS6 as an isolated structure at a distorted geometry, with the ωB97M-V functional and the def2-TZVPD basis.

The relative energy (zero: lowest compared OMol25 entry of this formula, charge and spin) comes out at 33.27 kJ/mol. As for the total charge: +1. The calculation puts the maximum force at 3.3 eV/A. The calculation puts the HOMO energy (spin up / spin down) at -10.4 / -10.4 eV. The HOMO-LUMO gap (spin up / spin down) is 7.992 / 5.981 eV. The spin multiplicity is 3. As for the expectation value of S²: 2.004.

Cartesian coordinates (Å):
Pt1 -1.19 1.76 0.89
B1 0.22 0.05 0.21
H1 -0.69 -0.17 0.89
H2 1.00 0.66 0.80
H3 0.62 -0.95 -0.20
H4 -0.16 0.68 -0.69
C1 -5.16 -2.17 1.13
C2 -5.99 -1.64 -0.03
C3 -5.44 -0.29 -0.35
S1 -3.63 -0.52 -0.37
O1 -2.95 0.69 0.07
O2 -3.28 -1.09 -1.64
C4 -3.68 -1.81 0.96
H5 -5.46 -3.20 1.29
H6 -5.53 -1.64 2.02
H7 -7.06 -1.61 0.20
H8 -5.88 -2.26 -0.93
H9 -5.67 0.37 0.50
H10 -5.79 0.31 -1.19
H11 -3.30 -1.44 1.91
H12 -3.04 -2.60 0.58
C5 0.76 -4.67 3.15
C6 1.38 -3.76 2.08
C7 0.30 -2.96 1.37
S2 -1.19 -3.95 1.65
O3 -1.76 -4.47 0.42
O4 -2.05 -3.22 2.57
C8 -0.39 -5.39 2.53
H13 0.25 -4.11 3.95
H14 1.51 -5.33 3.61
H15 1.83 -4.41 1.32
H16 2.26 -3.27 2.48
H17 0.22 -2.89 0.29
H18 0.06 -1.97 1.76
H19 -0.06 -6.08 1.76
H20 -1.18 -5.78 3.16
C9 4.33 -3.85 -0.83
C10 3.04 -3.20 -1.27
C11 3.08 -1.66 -1.36
S3 4.12 -1.32 0.12
O5 3.27 -1.22 1.29
O6 5.10 -0.29 -0.19
C12 4.95 -2.92 0.22
H21 4.98 -4.13 -1.65
H22 4.12 -4.83 -0.39
H23 2.24 -3.47 -0.57
H24 2.51 -3.71 -2.09
H25 2.21 -1.06 -1.14
H26 3.65 -1.50 -2.27
H27 4.77 -3.21 1.26
H28 6.00 -2.65 0.11
C13 0.86 6.42 -0.36
C14 1.73 5.41 -1.07
C15 2.47 4.60 0.01
S4 1.18 4.42 1.31
O7 1.70 4.89 2.57
O8 0.47 3.15 1.17
C16 0.06 5.72 0.72
H29 0.31 6.96 -1.13
H30 1.43 7.22 0.12
H31 2.41 5.88 -1.78
H32 1.14 4.65 -1.58
H33 3.45 4.90 0.41
H34 2.75 3.56 -0.17
H35 -0.15 6.23 1.65
H36 -0.87 5.33 0.31
C17 1.50 -1.55 3.92
C18 2.30 -0.28 4.33
C19 1.48 0.85 3.75
S5 -0.24 0.47 4.13
O9 -1.08 0.86 2.98
O10 -0.56 0.94 5.46
C20 0.02 -1.35 4.22
H37 1.88 -2.46 4.39
H38 1.68 -1.78 2.87
H39 3.28 -0.40 3.89
H40 2.22 -0.20 5.42
H41 1.59 0.99 2.67
H42 1.69 1.84 4.16
H43 -0.74 -1.79 3.58
H44 -0.16 -1.63 5.26
C21 -2.74 2.15 -4.82
C22 -3.93 2.10 -3.88
C23 -3.65 2.87 -2.58
S6 -1.85 3.15 -2.45
O11 -1.29 2.59 -1.24
O12 -1.61 4.57 -2.69
C24 -1.47 2.09 -3.93
H45 -2.66 2.98 -5.52
H46 -2.60 1.24 -5.41
H47 -4.24 1.06 -3.74
H48 -4.86 2.55 -4.24
H49 -3.88 2.24 -1.72
H50 -4.20 3.80 -2.50
H51 -1.43 1.16 -3.35
H52 -0.53 2.35 -4.41
N1 1.45 0.69 -2.96
C25 2.10 1.77 -3.53
C26 2.42 1.44 -4.83
C27 2.09 0.06 -4.97
C28 1.45 -0.35 -3.85
H53 1.06 0.72 -2.04
H54 2.19 2.65 -2.91
H55 2.80 2.13 -5.56
H56 2.23 -0.44 -5.92
H57 1.05 -1.28 -3.49

[2]
Computed, not measured: C45H51AsBr2NSSeSiV as an isolated structure at a distorted geometry, with the ωB97M-V functional and the def2-TZVPD basis.

The relative energy (zero: lowest compared OMol25 entry of this formula, charge and spin) comes out at 56.07 kJ/mol. As for the total charge: -1. The calculation puts the maximum force at 2.0 eV/A. The calculation puts the HOMO energy (spin up / spin down) at -3.8 / -4.1 eV. The HOMO-LUMO gap (spin up / spin down) is 6.105 / 6.472 eV. The spin multiplicity is 4. As for the expectation value of S²: 3.773.

Cartesian coordinates (Å):
V1 0.32 0.81 -0.14
Br1 0.25 0.82 2.51
C1 2.15 0.99 2.70
C2 2.67 0.97 3.96
C3 4.07 1.06 4.11
C4 4.87 1.17 3.02
C5 4.33 1.20 1.71
C6 5.16 1.32 0.57
C7 4.61 1.38 -0.67
C8 3.21 1.32 -0.84
C9 2.31 1.18 0.21
C10 2.92 1.12 1.51
H1 2.02 0.87 4.82
H2 4.50 1.05 5.11
H3 5.95 1.24 3.13
H4 6.24 1.35 0.71
H5 5.25 1.46 -1.54
H6 2.81 1.37 -1.85
S1 0.13 0.83 -2.52
C11 -0.01 2.49 -3.07
C12 0.00 2.78 -4.45
C13 -0.05 4.08 -4.91
C14 -0.10 5.15 -4.02
C15 -0.14 4.88 -2.66
C16 -0.11 3.58 -2.18
As1 -0.22 3.13 -0.30
C17 0.76 4.66 0.42
C18 2.15 4.60 0.34
C19 2.93 5.69 0.72
C20 2.32 6.84 1.19
C21 0.94 6.91 1.28
C22 0.16 5.82 0.90
C23 -2.03 3.70 0.14
C24 -2.96 4.05 -0.82
C25 -4.25 4.43 -0.44
C26 -4.61 4.44 0.89
C27 -3.68 4.06 1.86
C28 -2.40 3.69 1.48
H7 0.05 1.95 -5.14
H8 -0.03 4.27 -5.97
H9 -0.12 6.17 -4.38
H10 -0.20 5.70 -1.95
H11 2.62 3.69 -0.02
H12 4.01 5.63 0.65
H13 2.93 7.69 1.48
H14 0.46 7.81 1.65
H15 -0.92 5.89 0.96
H16 -2.69 4.02 -1.87
H17 -4.98 4.69 -1.20
H18 -5.61 4.72 1.18
H19 -3.96 4.04 2.91
H20 -1.68 3.40 2.23
Se1 -2.40 -0.17 0.09
C29 -4.20 0.37 -0.04
C30 -4.79 0.66 -1.28
C31 -6.13 1.00 -1.33
N1 -6.93 1.09 -0.26
C32 -6.36 0.81 0.92
C33 -5.03 0.46 1.08
H21 -4.20 0.62 -2.18
H22 -6.60 1.23 -2.28
H23 -7.01 0.88 1.78
H24 -4.63 0.26 2.06
C34 -2.24 -3.84 -0.93
C35 -0.82 -4.16 -1.43
C36 -0.81 -5.62 -1.92
C37 -0.55 -3.23 -2.62
Si1 0.46 -3.93 -0.02
Br2 0.98 -1.69 0.01
C38 2.19 -4.68 -0.42
C39 2.19 -6.20 -0.17
C40 3.34 -4.05 0.40
C41 2.55 -4.42 -1.90
C42 -0.19 -4.38 1.72
C43 -1.25 -3.38 2.20
C44 -0.80 -5.80 1.72
C45 0.95 -4.34 2.76
H25 -2.93 -3.89 -1.77
H26 -2.31 -2.82 -0.52
H27 -2.59 -4.54 -0.17
H28 -1.61 -5.75 -2.66
H29 -1.00 -6.34 -1.11
H30 0.13 -5.89 -2.40
H31 -1.29 -3.43 -3.40
H32 0.44 -3.37 -3.05
H33 -0.65 -2.18 -2.34
H34 2.07 -6.43 0.89
H35 3.14 -6.62 -0.50
H36 1.39 -6.71 -0.72
H37 3.20 -4.16 1.48
H38 3.46 -2.99 0.19
H39 4.27 -4.56 0.13
H40 1.89 -4.94 -2.59
H41 3.57 -4.78 -2.08
H42 2.53 -3.35 -2.13
H43 -2.18 -3.45 1.64
H44 -0.92 -2.35 2.15
H45 -1.49 -3.60 3.26
H46 -1.64 -5.87 1.03
H47 -1.17 -6.02 2.72
H48 -0.07 -6.57 1.45
H49 1.45 -3.37 2.77
H50 1.70 -5.12 2.58
H51 0.53 -4.51 3.75

[3]
Computed, not measured: an isolated ion of composition C5H10N3O2 and charge +1 at a distorted geometry, with the ωB97M-V functional and the def2-TZVPD basis.

The relative energy (zero: lowest compared OMol25 entry of this formula, charge and spin) comes out at 564.06 kJ/mol. As for the total charge: +1. The calculation puts the maximum force at 5.3 eV/A. The calculation puts the HOMO energy (spin up / spin down) at -11.6 / -11.6 eV. The HOMO-LUMO gap (spin up / spin down) is 7.498 / 7.492 eV.

Cartesian coordinates (Å):
C1 0.05 0.71 -1.69
C2 -1.01 1.82 0.40
C3 -1.08 1.74 -1.12
C4 1.18 -0.18 0.26
C5 -0.17 -0.73 0.76
N1 0.95 0.18 -1.03
N2 -0.94 2.54 1.34
N3 -0.34 -2.06 -0.03
O1 2.23 -1.23 0.29
O2 -0.37 -1.00 2.10
H1 -0.11 0.48 -2.71
H2 -0.76 2.64 -1.50
H3 -2.08 1.31 -1.48
H4 1.55 0.62 0.84
H5 -0.94 2.54 2.28
H6 0.54 -2.63 -0.25
H7 -0.80 -1.84 -0.98
H8 -0.98 -2.53 0.48
H9 2.62 -1.18 -0.55
H10 0.46 -1.22 2.59

[4]
Computed, not measured: one molecule with the formula C4H5NO at a distorted geometry, with the ωB97M-V functional and the def2-TZVPD basis.

The SMILES is N#CC[C@H]1CO1. The relative energy (zero: lowest compared OMol25 entry of this formula, charge and spin) comes out at 171.54 kJ/mol. As for the total charge: 0. The calculation puts the maximum force at 1.1 eV/A. The calculation puts the HOMO energy at -10.9 eV. The HOMO-LUMO gap is 11.719 eV.

Cartesian coordinates (Å):
N1 -2.61 1.48 -1.12
C1 -1.64 0.86 -1.05
C2 -0.37 0.15 -0.89
C3 0.09 0.10 0.57
C4 1.11 -0.85 1.01
O1 1.45 0.46 0.62
H1 0.39 0.73 -1.43
H2 -0.42 -0.83 -1.37
H3 -0.56 0.54 1.34
H4 1.29 -0.99 2.07
H5 1.40 -1.68 0.37

[5]
Computed, not measured: a 14-piece molecular cluster, H30NO13 overall at a distorted geometry, with the ωB97M-V functional and the def2-TZVPD basis.

The relative energy (zero: lowest compared OMol25 entry of this formula, charge and spin) comes out at 352.07 kJ/mol. As for the total charge: +1. The calculation puts the maximum force at 3.1 eV/A. The calculation puts the HOMO energy at -13.7 eV. The HOMO-LUMO gap is 10.710 eV.

Cartesian coordinates (Å):
N1 13.44 -1.44 22.59
H1 13.88 -0.98 21.80
H2 13.50 -0.80 23.34
H3 13.95 -2.22 22.83
H4 12.48 -1.67 22.34
O1 10.69 -2.77 23.99
H5 11.05 -2.61 24.87
H6 10.30 -1.92 23.77
O2 15.71 -2.93 20.99
H7 16.30 -3.44 20.48
H8 15.32 -2.35 20.31
O3 12.88 -4.76 22.63
H9 13.59 -5.18 23.10
H10 12.33 -4.47 23.36
O4 14.26 -0.05 25.66
H11 13.48 -0.19 26.19
H12 14.92 0.34 26.21
O5 12.06 1.17 23.09
H13 12.28 1.31 22.17
H14 12.39 1.85 23.64
O6 15.63 1.36 20.10
H15 15.11 0.67 19.70
H16 15.10 2.09 19.82
O7 10.02 -0.24 24.05
H17 10.10 0.20 24.90
H18 10.72 0.17 23.58
O8 12.97 0.80 20.27
H19 12.27 0.58 19.66
H20 13.08 1.78 20.28
O9 16.39 -0.62 23.25
H21 17.01 0.05 22.85
H22 16.78 -1.37 22.81
O10 15.95 -3.48 23.51
H23 16.86 -3.52 23.78
H24 15.90 -3.45 22.55
O11 13.97 -3.16 25.35
H25 14.70 -3.39 24.76
H26 13.39 -3.91 25.27
O12 10.07 -1.49 21.18
H27 9.76 -0.60 20.99
H28 9.39 -2.02 21.62
O13 12.19 -2.57 19.98
H29 11.35 -2.21 20.28
H30 12.08 -3.50 20.04

[6]
Computed, not measured: a 2-piece molecular cluster, H4O2 overall at a distorted geometry, with the ωB97M-V functional and the def2-TZVPD basis.

The SMILES is O.O. The relative energy (zero: lowest compared OMol25 entry of this formula, charge and spin) comes out at 23.87 kJ/mol. As for the total charge: 0. The calculation puts the maximum force at 3.1 eV/A. The calculation puts the HOMO energy at -11.2 eV. The HOMO-LUMO gap is 11.950 eV.

Cartesian coordinates (Å):
H1 -1.25 0.32 1.53
H2 -0.23 -0.55 0.87
H3 0.25 -0.35 -1.67
H4 0.80 0.38 -0.41
O1 -0.62 0.38 0.85
O2 1.05 -0.18 -1.16

[7]
Computed, not measured: C24H40AgAs2BrN5O7P as an isolated structure at a distorted geometry, with the ωB97M-V functional and the def2-TZVPD basis.

The relative energy (zero: lowest compared OMol25 entry of this formula, charge and spin) comes out at 85.97 kJ/mol. As for the total charge: 0. The calculation puts the maximum force at 3.4 eV/A. The calculation puts the HOMO energy at -8.3 eV. The HOMO-LUMO gap is 8.526 eV.

Cartesian coordinates (Å):
Ag1 0.02 1.26 0.11
N1 1.35 1.44 2.17
N2 0.70 2.01 3.29
C1 -0.61 2.36 3.13
N3 -1.31 2.46 4.30
N4 -0.98 2.59 1.86
N5 -2.23 2.87 1.54
O1 -2.52 2.89 0.33
O2 -3.09 3.23 2.36
H1 1.73 0.52 2.45
H2 2.16 2.02 1.96
H3 0.94 1.57 4.14
H4 -0.97 1.78 4.95
H5 -2.31 2.45 4.18
C2 3.99 -0.87 -1.55
As1 2.55 -1.68 -0.46
C3 3.43 -3.39 -0.32
C4 1.34 -2.14 -1.93
C5 1.80 -2.72 -3.14
C6 0.95 -3.01 -4.20
C7 -0.38 -2.65 -4.03
C8 -0.84 -2.11 -2.82
C9 -0.01 -1.89 -1.77
As2 -0.68 -1.26 -0.11
C10 -2.58 -1.54 -0.35
C11 -0.21 -2.75 1.09
H6 4.16 -1.39 -2.49
H7 4.88 -0.74 -1.00
H8 3.58 0.10 -1.81
H9 3.46 -3.85 -1.29
H10 2.88 -4.19 0.28
H11 4.45 -3.34 0.17
H12 2.86 -2.93 -3.25
H13 1.31 -3.34 -5.14
H14 -1.13 -2.89 -4.77
H15 -1.90 -1.94 -2.84
H16 -2.76 -2.34 -1.03
H17 -3.14 -0.73 -0.72
H18 -2.99 -1.92 0.56
H19 0.21 -3.51 0.48
H20 -1.16 -3.15 1.41
H21 0.40 -2.36 1.87
Br1 -2.26 -1.35 3.15
C12 -1.15 -2.64 4.07
C13 -1.69 -3.90 4.14
C14 -1.15 -4.88 4.94
C15 0.02 -4.51 5.65
C16 0.64 -3.29 5.46
C17 0.01 -2.28 4.72
C18 0.57 -0.84 4.61
O3 1.45 -0.73 3.75
O4 0.07 0.04 5.27
H22 -2.62 -4.04 3.51
H23 -1.49 -5.88 5.02
H24 0.59 -5.31 6.11
H25 1.62 -3.08 5.95
C19 -0.88 5.73 -1.00
C20 0.15 4.67 -1.18
O5 -0.24 3.80 -2.29
P1 -0.30 2.17 -2.00
O6 -1.80 1.76 -2.28
C21 -2.48 2.32 -3.41
C22 -3.95 2.16 -3.28
O7 0.35 1.72 -3.42
C23 1.75 1.48 -3.51
C24 2.57 2.69 -3.08
H26 -0.57 6.35 -0.19
H27 -1.85 5.32 -0.63
H28 -1.09 6.29 -1.87
H29 0.21 4.07 -0.26
H30 1.10 5.05 -1.50
H31 -2.06 1.82 -4.28
H32 -2.27 3.40 -3.39
H33 -4.29 1.09 -3.16
H34 -4.47 2.55 -4.19
H35 -4.27 2.66 -2.39
H36 1.93 1.36 -4.59
H37 2.09 0.53 -3.10
H38 2.23 3.64 -3.50
H39 3.54 2.39 -3.46
H40 2.66 2.76 -1.96

Number 1: molecular weight 998.05 g mol⁻¹, total energy -124940.5223 eV. Number 2: molecular weight 1030.70 g mol⁻¹, total energy -359658.1334 eV. Number 3: molecular weight 144.15 g mol⁻¹, total energy -13900.3118 eV. Number 4: molecular weight 83.09 g mol⁻¹, total energy -7764.7486 eV. Number 5: molecular weight 252.23 g mol⁻¹, total energy -28589.6752 eV. Number 6: molecular weight 36.03 g mol⁻¹, total energy -4159.6915 eV. Number 7: molecular weight 879.20 g mol⁻¹, total energy -252325.1839 eV.